This record from the OMol25 dataset describes an isolated molecule of C5H6O2. The level of theory is ωB97M-V/def2-TZVPD.

```
! RIJCOSX wB97M-V def2-TZVPD def2/J DEFGRID3
* xyz 0 1
C -1.3420 -1.1239 0.0332
C -0.1589 -0.2632 0.4590
O 1.0517 -0.9272 0.0800
C 2.1181 -0.2433 -0.3951
O 3.2199 -0.7181 -0.3703
C -0.3265 1.1425 0.0420
C -0.5612 2.3119 -0.1462
H -1.5959 -1.0113 -1.0262
H -2.2116 -0.8546 0.6375
H -1.0912 -2.1645 0.2401
H -0.1308 -0.2149 1.5530
H 1.8469 0.7252 -0.8403
H -0.8184 3.3417 -0.2669
*
```

## Properties
**Energy above the lowest of the compared OMol25 structures with the same formula, charge and spin**: 50.4 kcal per mole
**Calculated total energy**: -344.52153 hartree
**Highest occupied orbital energy**: -10.45 eV
**SMILES**: C#C[C@@H](C)OC=O
**Frontier orbital gap**: 11.271 eV

Atom charges from the Löwdin analysis, given in e for atoms 1 to 6: -0.029, -0.380, 0.001, -0.324, 0.091, -0.098



This record from the OMol25 dataset describes C3H4FNiO3 as an isolated structure at a distorted geometry. The level of theory is ωB97M-V/def2-TZVPD.

```
! RIJCOSX wB97M-V def2-TZVPD def2/J DEFGRID3
* xyz 0 4
C -0.7977 0.6707 -1.1443
C -0.2686 -0.6234 -0.9836
H -1.6872 0.8495 -0.5327
H -0.0708 1.4902 -1.1920
F 0.9188 -0.8745 -1.6115
H -0.9147 -1.5048 -1.0807
Ni -1.7261 0.7671 -3.1603
O 0.2902 0.2865 2.5639
C 0.9723 -0.4389 1.6417
O 2.1885 -0.3328 1.5443
O 0.1678 -1.0890 0.8784
H 0.9276 0.7995 3.0767
*
```

## Properties
**Energy above the lowest of the compared OMol25 structures with the same formula, charge and spin**: 0.0 kcal per mole
**⟨S²⟩**: 3.7583
**Calculated total energy**: -1950.41928 hartree
**Highest occupied orbital energy (spin up / spin down)**: -8.40 / -9.15 eV
**Frontier orbital gap (spin up / spin down)**: 7.770 / 5.898 eV

Atom charges from the Löwdin analysis, given in e for atoms 1 to 6: -0.227, -0.235, 0.061, 0.066, 0.028, 0.134



This record from the OMol25 dataset describes an isolated molecule of C4H8O3 at a distorted geometry. The level of theory is ωB97M-V/def2-TZVPD.

```
! RIJCOSX wB97M-V def2-TZVPD def2/J DEFGRID3
* xyz 0 1
O 2.1451 -0.6782 0.8240
C 1.3458 0.4273 0.4870
C -0.0518 0.0048 0.0666
C -0.9722 1.1169 -0.3831
O -2.1749 0.6618 -0.9478
C -0.5253 -1.2999 0.4929
O 0.1529 -1.1227 -0.7863
H 2.0407 -1.3029 0.0864
H 1.3534 1.1126 1.3351
H 1.7487 0.9491 -0.3975
H -1.2439 1.7230 0.4906
H -0.4127 1.7678 -1.0738
H -1.9341 0.0756 -1.6776
H -1.4800 -1.6694 0.1593
H 0.0085 -1.7659 1.3242
*
```

## Properties
**Energy above the lowest of the compared OMol25 structures with the same formula, charge and spin**: 61.7 kcal per mole
**Calculated total energy**: -382.86651 hartree
**Highest occupied orbital energy**: -10.21 eV
**SMILES**: OCC1(CO)CO1
**Frontier orbital gap**: 11.005 eV

Atom charges from the Löwdin analysis, given in e for atoms 1 to 6: -0.054, -0.191, -0.427, -0.190, -0.039, -0.025



This record from the OMol25 dataset describes C26H28BBrN4OPdS3 as an isolated structure at a distorted geometry. The level of theory is ωB97M-V/def2-TZVPD.

```
! RIJCOSX wB97M-V def2-TZVPD def2/J DEFGRID3
* xyz 2 5
Pd 0.0317 -1.1261 0.3939
Br 2.8636 -1.2557 0.3308
C 3.0351 0.6434 0.0843
C 4.2904 1.1750 0.0759
C 4.4411 2.5615 -0.1043
C 3.3419 3.3539 -0.2780
C 2.0390 2.8050 -0.2882
C 0.9014 3.6197 -0.4932
C -0.3550 3.0855 -0.5021
C -0.5320 1.7019 -0.2968
C 0.5441 0.8796 -0.1082
C 1.8606 1.4018 -0.0938
H 5.1599 0.5442 0.1998
H 5.4341 2.9895 -0.1092
H 3.4515 4.4227 -0.4127
H 1.0469 4.6823 -0.6438
H -1.2243 3.7145 -0.6490
H -1.5417 1.3047 -0.2796
C 3.1457 -4.8358 -1.2748
N 2.0575 -4.3213 -2.0939
C 2.0219 -4.2890 -3.4494
C 0.7874 -3.8203 -3.8135
N 0.0712 -3.5668 -2.6885
B -1.4587 -3.2638 -2.5450
N -1.7988 -1.7751 -2.8659
C -1.8956 -1.1773 -4.0824
C -2.5249 0.0264 -3.9245
N -2.8417 0.1448 -2.6058
C -3.6088 1.2401 -2.0308
C -2.3574 -0.9469 -1.9592
S -2.4718 -1.2388 -0.2802
C 0.8655 -3.8669 -1.6260
S 0.4716 -3.6737 0.0168
H 4.0026 -5.0380 -1.9103
H 2.8377 -5.7553 -0.7814
H 3.4223 -4.1066 -0.5186
H 2.8574 -4.5943 -4.0563
H 0.3844 -3.6833 -4.8020
H -1.7647 -3.4545 -1.4026
H -2.0814 -3.9762 -3.2726
H -1.5626 -1.6562 -4.9869
H -2.7834 0.7834 -4.6458
H -4.5196 1.3816 -2.6086
H -3.0253 2.1593 -2.0486
H -3.8757 0.9986 -1.0060
C -2.6984 4.0923 3.1553
C -1.8452 2.8586 3.1474
C -2.4128 1.5928 3.0106
C -1.6259 0.4513 3.0193
C -0.2509 0.5807 3.1556
C 0.3412 1.8290 3.2879
C -0.4589 2.9562 3.2868
S 0.7635 -0.8976 3.1880
C 0.5301 -1.3763 4.9080
O -0.0804 -1.9255 2.4315
H -3.7551 3.8457 3.2380
H -2.5538 4.6732 2.2411
H -2.4287 4.7409 3.9887
H -3.4890 1.4967 2.9274
H -2.0800 -0.5310 2.9655
H 1.4162 1.9172 3.4004
H -0.0066 3.9343 3.3977
H -0.5348 -1.4117 5.1280
H 1.0467 -0.6616 5.5468
H 0.9798 -2.3628 5.0129
*
```

## Properties
**Energy above the lowest of the compared OMol25 structures with the same formula, charge and spin**: 2.7 kcal per mole
**⟨S²⟩**: 6.0387
**Calculated total energy**: -5222.55718 hartree
**Highest occupied orbital energy (spin up / spin down)**: -13.33 / -13.35 eV
**Frontier orbital gap (spin up / spin down)**: 8.626 / 4.358 eV

Atom charges from the Löwdin analysis, given in e for atoms 1 to 6: 0.566, 0.853, -0.549, -0.099, -0.042, -0.005



This record from the OMol25 dataset describes C9H22CrN7O5S as an isolated structure. The level of theory is ωB97M-V/def2-TZVPD.

```
! RIJCOSX wB97M-V def2-TZVPD def2/J DEFGRID3
* xyz 0 2
Cr -0.9167 0.2786 -1.3627
N -0.8750 0.9937 -3.3038
N 0.4823 1.0784 -3.6867
C 1.4153 0.3862 -2.8956
O 2.5410 0.2144 -3.3185
O 0.9754 0.0135 -1.7319
H -1.3946 0.3295 -3.8730
H -1.3048 1.9092 -3.3681
H 0.6756 1.0483 -4.6759
N 1.8351 -1.4965 0.2295
C 1.7507 -1.7894 1.6921
C 2.3187 -0.6142 2.4858
C 1.4720 0.6588 2.3390
N 1.5814 1.1511 0.9679
C 0.0170 0.3738 2.7081
C -0.6294 -0.8571 2.0625
N -1.1848 -0.5820 0.7121
C 0.3041 -2.0692 2.0870
H 2.7381 -1.7331 -0.1736
H 1.7107 -0.4700 0.0856
H 1.0903 -1.9733 -0.3243
H 2.3415 -2.6880 1.8743
H 3.3494 -0.4110 2.1839
H 2.3523 -0.9158 3.5365
H 1.8441 1.3990 3.0576
H 2.4019 1.7259 0.8318
H 0.7609 1.6534 0.6370
H -0.5939 1.2578 2.5101
H -0.0121 0.2148 3.7902
H -1.4774 -1.1230 2.7036
H -1.9792 0.0432 0.8276
H -1.5927 -1.4478 0.3670
H -0.1070 -2.8770 1.4808
H 0.3353 -2.4378 3.1160
S -5.6734 0.2315 -1.2256
C -4.0613 0.2603 -1.2582
N -2.8867 0.2905 -1.2655
O -0.1906 -2.7992 -1.0067
N -0.7929 -2.6681 -2.0735
O -1.1235 -1.4828 -2.3728
C -1.5236 3.0217 -0.8899
O -0.7395 1.8896 -0.6170
H -0.8832 3.9023 -0.9951
H -2.2245 3.1978 -0.0693
H -2.1259 2.9123 -1.7985
*
```

## Properties
**Energy above the lowest of the compared OMol25 structures with the same formula, charge and spin**: 1.1 kcal per mole
**⟨S²⟩**: 0.7583
**Calculated total energy**: -2558.29068 hartree
**Highest occupied orbital energy (spin up / spin down)**: -7.78 / -7.63 eV
**Frontier orbital gap (spin up / spin down)**: 7.499 / 7.752 eV

Atom charges from the Löwdin analysis, given in e for atoms 1 to 6: 0.763, -0.009, 0.042, -0.673, 0.058, -0.168



This record from the OMol25 dataset describes a 2-piece molecular cluster, C4H4S overall at a distorted geometry. The level of theory is ωB97M-V/def2-TZVPD.

```
! RIJCOSX wB97M-V def2-TZVPD def2/J DEFGRID3
* xyz 0 1
C -1.9169 -0.8180 -0.3170
C -1.6908 0.3625 0.1204
C 2.6389 0.5614 0.1013
C 1.6280 -0.0824 0.1127
S -1.2362 1.7838 0.6817
H -1.9786 -1.5002 0.4218
H 3.5715 1.0805 0.0418
H -1.7410 -0.9329 -1.3605
H 0.7251 -0.4545 0.1977
*
```

## Properties
**Energy above the lowest of the compared OMol25 structures with the same formula, charge and spin**: 91.7 kcal per mole
**Calculated total energy**: -552.84583 hartree
**Highest occupied orbital energy**: -8.89 eV
**SMILES**: C=C=S.C#C
**Frontier orbital gap**: 8.773 eV

Atom charges from the Löwdin analysis, given in e for atoms 1 to 6: -0.069, -0.745, 0.019, -0.006, 0.738, 0.038